Entry 1:
The following is a DFT calculation (the ωB97M-V functional and the def2-TZVPD basis) of a molecular structure, C11H10N3O6PdS.

Structure (XYZ):
```
32
Properties=species:S:1:pos:R:3:forces:R:3
Pd -0.326 1.106 -0.061 0.33 0.23 0.15
N -2.754 2.086 -1.181 0.10 -0.07 -0.03
C -3.512 1.344 -0.177 -0.02 0.02 0.07
C -2.950 1.542 1.234 -0.03 -0.11 -0.01
O -3.711 1.921 2.130 0.04 -0.02 0.01
N -1.656 1.234 1.398 0.00 0.19 -0.18
C -0.997 1.652 2.623 0.16 0.00 0.02
C 0.255 2.464 2.300 -0.21 0.16 0.07
O 0.804 3.135 3.155 0.09 -0.08 -0.10
O 0.669 2.384 1.060 -0.07 -0.09 0.07
H -2.913 3.082 -1.118 -0.04 0.00 0.02
H -2.961 1.773 -2.119 -0.02 0.02 -0.01
H -3.450 0.282 -0.424 0.04 0.01 -0.03
H -4.568 1.622 -0.116 0.00 -0.01 -0.01
H -0.658 0.788 3.205 -0.08 -0.03 0.03
H -1.663 2.240 3.252 -0.02 0.00 -0.01
O 0.198 -0.891 -3.473 0.05 -0.02 -0.04
S 0.292 -0.601 -2.074 0.00 -0.09 -0.06
O -1.006 -0.469 -1.384 -0.19 -0.13 -0.06
N 1.139 0.700 -1.656 -0.03 -0.04 0.28
C 2.349 0.336 -1.040 -0.10 -0.01 -0.08
O 3.236 1.089 -0.738 0.01 0.03 -0.04
C 2.403 -1.151 -0.776 -0.03 -0.03 -0.04
C 3.396 -1.845 -0.109 0.02 -0.02 0.01
C 3.245 -3.217 0.041 0.00 0.01 0.00
C 2.131 -3.878 -0.475 0.00 0.01 0.00
C 1.140 -3.181 -1.153 -0.01 -0.02 -0.02
C 1.305 -1.817 -1.278 0.02 0.12 0.00
H 4.250 -1.312 0.287 0.00 0.00 0.00
H 4.000 -3.786 0.568 0.00 0.00 0.00
H 2.038 -4.949 -0.343 0.00 0.00 0.00
H 0.272 -3.683 -1.560 0.00 0.00 0.01
```
Positions in Å, forces in eV/Å.

Output
HOMO-LUMO gap   7.714 eV
Calculated total energy   -42642.14118 eV
E_HOMO   -0.18869 Ha
Net charge   -1
ΔE to the lowest compared entry with this formula, charge and spin   34.0 kcal/mol

Entry 2:
The following is a DFT calculation (the ωB97M-V functional and the def2-TZVPD basis) of a gas-phase ion, C3H6NO (charge +1) in a non-equilibrium geometry.

Structure (XYZ):
```
11
Properties=species:S:1:pos:R:3:forces:R:3
C 1.177 -0.825 1.069 -0.53 -2.68 0.70
C -0.763 0.976 -0.654 -0.46 -0.14 -1.32
C 0.462 -0.993 -0.051 3.73 1.04 1.37
N -0.027 -0.458 -1.058 -2.19 0.92 0.65
O -0.939 0.978 0.660 -0.93 -1.16 1.71
H 0.911 -1.420 2.019 0.11 1.04 -1.57
H 0.129 1.532 -0.814 0.12 1.45 -0.74
H -1.719 1.256 -1.247 1.86 -1.16 0.38
H 2.259 -0.470 1.131 -1.70 -0.04 -0.74
H -0.017 -0.772 -2.016 -0.08 -0.58 -0.21
H -1.473 0.195 0.960 0.06 1.30 -0.23
```
Positions in Å, forces in eV/Å.

Output
HOMO-LUMO gap   10.659 eV
Calculated total energy   -6735.41269 eV
E_HOMO   -0.58096 Ha
Net charge   +1
SMILES   C=C=[NH+]CO
ΔE to the lowest compared entry with this formula, charge and spin   59.1 kcal/mol

Entry 3:
The following is a DFT calculation (the ωB97M-V functional and the def2-TZVPD basis) of 3 unconnected molecules or ions with the total composition C7H18N7O2 in a non-equilibrium geometry.

Structure (XYZ):
```
34
Properties=species:S:1:pos:R:3:forces:R:3
C 4.185 0.770 -0.909 -0.43 0.07 -0.54
N 3.639 1.804 -1.824 -0.20 0.38 0.54
C 2.504 2.491 -1.218 0.53 -0.62 -0.32
N 1.464 1.468 -0.975 1.40 2.50 0.39
C 0.804 1.379 0.225 -0.43 -0.89 -0.65
C -0.025 0.320 0.053 -0.40 0.19 1.25
N 0.163 -0.161 -1.196 -0.20 -0.71 -1.28
C 1.076 0.563 -1.845 -0.43 -0.30 0.87
H 3.768 -0.204 -1.181 0.16 0.01 0.00
H 5.261 0.742 -1.055 -0.02 -0.13 0.30
H 3.892 0.947 0.132 0.42 0.12 0.03
H 4.349 2.516 -1.955 0.01 -0.10 -0.29
H 2.116 3.271 -1.874 0.04 -0.09 -0.03
H 2.773 2.929 -0.251 -0.36 -0.08 0.07
H 0.928 2.006 1.091 0.17 0.10 -0.08
H -0.705 -0.075 0.786 -0.08 -0.27 -0.27
H -0.313 -0.964 -1.603 -0.34 -0.30 0.24
H 1.469 0.447 -2.839 -0.05 -0.12 -0.02
C -1.508 1.321 3.469 -0.14 0.03 0.18
O -0.358 1.630 3.188 0.02 -0.06 -0.28
N -2.589 1.852 2.825 0.09 -0.06 -0.17
N -1.803 0.423 4.450 0.11 -0.07 -0.05
H -3.536 1.609 3.048 0.00 0.04 0.03
H -2.414 2.522 2.100 -0.03 0.06 0.06
H -1.034 0.014 4.947 -0.01 0.03 0.03
H -2.739 0.162 4.694 0.00 0.03 0.03
C -2.319 -3.386 -1.532 -0.27 -0.26 -0.06
O -1.441 -2.525 -1.493 0.22 0.30 0.02
N -2.215 -4.554 -0.848 0.17 0.12 0.07
N -3.455 -3.234 -2.260 0.11 0.18 0.00
H -2.920 -5.266 -0.868 0.00 -0.01 -0.01
H -1.387 -4.699 -0.300 -0.01 -0.04 -0.01
H -3.564 -2.383 -2.779 -0.03 -0.03 -0.02
H -4.178 -3.928 -2.301 0.00 -0.01 -0.01
```
Positions in Å, forces in eV/Å.

Output
HOMO-LUMO gap   10.643 eV
Calculated total energy   -22073.38269 eV
E_HOMO   -0.46592 Ha
Net charge   +1

Entry 4:
The following is a DFT calculation (the ωB97M-V functional and the def2-TZVPD basis) of C4H6Br2O2 in the gas phase in a non-equilibrium geometry.

Structure (XYZ):
```
14
Properties=species:S:1:pos:R:3:forces:R:3
C 1.861 -0.036 -0.429 1.01 1.43 5.17
C -0.612 -0.083 0.725 1.88 -1.95 1.51
C -1.141 -0.822 -0.498 0.14 -0.49 2.11
C 0.550 0.883 0.495 -0.12 -0.57 -0.96
O 2.036 0.019 -1.601 -0.62 -0.19 -3.85
O 0.281 1.972 -0.271 0.02 0.91 -0.06
Br 2.689 -1.432 0.685 -0.66 -0.02 -0.07
Br -2.703 -1.836 -0.073 -0.79 -0.32 0.39
H -1.265 0.605 1.217 -1.49 0.11 0.07
H -0.358 -0.882 1.538 -0.07 1.55 -1.40
H -1.456 -0.151 -1.187 -0.95 2.05 -2.37
H -0.550 -1.558 -0.988 1.23 -0.15 0.10
H 0.977 1.363 1.429 0.13 -1.42 -1.06
H -0.310 1.959 -1.043 0.27 -0.93 0.43
```
Positions in Å, forces in eV/Å.

Output
⟨S²⟩   2.011
HOMO-LUMO gap (spin up / spin down)   6.217 / 7.266 eV
Calculated total energy   -148419.88572 eV
2S+1   3
E_HOMO (spin up / spin down)   -0.21458 / -0.38765 Ha
ΔE to the lowest compared entry with this formula, charge and spin   26.4 kcal/mol

Entry 5:
The following is a DFT calculation (the ωB97M-V functional and the def2-TZVPD basis) of a molecular structure, C35H47CrN6O2P2 in a non-equilibrium geometry.

Structure (XYZ):
```
93
Properties=species:S:1:pos:R:3:forces:R:3
Cr -0.928 0.652 -0.043 0.24 -1.04 0.91
C 0.396 3.534 2.380 0.01 -0.01 0.00
C -0.327 2.335 3.001 0.09 0.01 -0.01
C -1.841 2.499 2.923 -0.04 0.02 -0.01
P 0.174 0.808 2.120 -0.23 0.07 -0.16
C 1.994 0.622 2.370 0.05 -0.03 -0.03
C 2.487 0.973 3.775 0.05 -0.04 -0.01
C 2.440 -0.789 1.978 -0.01 -0.02 -0.01
C -0.643 -0.578 2.923 0.04 -0.04 0.03
C -0.565 -0.860 4.286 -0.02 0.06 0.00
C -1.317 -1.883 4.836 -0.01 -0.01 0.00
C -2.174 -2.609 4.018 0.00 -0.02 0.01
C -2.263 -2.343 2.662 0.01 -0.02 0.02
C -1.473 -1.344 2.092 -0.01 0.08 -0.13
N -1.561 -0.974 0.725 0.05 0.10 -0.29
C -2.203 -1.865 -0.197 0.05 0.11 0.17
C -1.935 -3.233 -0.217 0.00 0.01 0.04
C -2.535 -4.040 -1.171 -0.03 0.01 -0.06
C -3.390 -3.497 -2.124 0.04 -0.04 0.04
C -3.631 -2.133 -2.122 0.01 0.05 -0.02
C -3.036 -1.309 -1.169 -0.21 0.02 -0.08
P -3.206 0.498 -1.077 0.03 -0.24 -0.23
C -4.859 0.761 -0.282 0.07 0.07 0.09
C -4.927 2.068 0.509 -0.04 0.02 -0.05
C -6.018 0.633 -1.269 -0.02 -0.05 0.01
C -3.308 1.074 -2.817 -0.03 0.10 0.02
C -3.442 2.601 -2.849 -0.02 0.00 -0.01
C -2.109 0.606 -3.641 0.02 0.02 -0.02
H 0.082 4.454 2.873 -0.01 -0.01 0.00
H 0.147 3.631 1.319 -0.02 0.00 0.00
H 1.480 3.466 2.480 0.00 0.00 -0.01
H -0.029 2.223 4.046 -0.02 0.02 0.03
H -2.167 2.575 1.882 0.02 0.02 -0.02
H -2.140 3.424 3.418 0.00 -0.03 0.03
H -2.374 1.672 3.394 0.01 -0.01 -0.01
H 2.444 1.340 1.675 0.02 0.01 0.03
H 2.151 0.242 4.510 -0.03 0.00 -0.02
H 2.172 1.963 4.100 0.00 0.01 0.00
H 3.578 0.958 3.785 0.00 -0.01 0.00
H 2.048 -1.522 2.685 0.01 0.00 0.00
H 3.529 -0.855 1.997 0.00 0.00 0.00
H 2.095 -1.081 0.983 -0.01 0.02 0.05
H 0.054 -0.252 4.932 0.01 0.00 -0.01
H -1.260 -2.094 5.894 0.00 0.00 0.00
H -2.796 -3.384 4.445 0.00 0.00 0.00
H -2.963 -2.900 2.057 0.01 -0.02 0.00
H -1.271 -3.665 0.521 0.00 0.00 0.00
H -2.332 -5.104 -1.171 0.00 0.00 0.00
H -3.860 -4.133 -2.862 0.00 0.00 0.00
H -4.277 -1.705 -2.880 0.00 -0.01 0.02
H -4.913 -0.077 0.419 0.03 0.01 0.06
H -4.832 2.938 -0.143 0.00 -0.02 0.05
H -4.150 2.120 1.269 0.01 0.00 0.01
H -5.890 2.139 1.014 0.00 0.00 -0.02
H -6.029 1.454 -1.986 -0.01 0.01 0.00
H -6.956 0.670 -0.714 0.00 0.01 -0.01
H -6.004 -0.310 -1.817 0.03 0.00 0.01
H -4.216 0.633 -3.235 -0.01 -0.02 -0.01
H -2.521 3.077 -2.514 0.00 -0.01 0.01
H -4.256 2.961 -2.220 0.00 -0.02 -0.05
H -3.648 2.930 -3.868 0.03 -0.01 0.00
H -1.183 1.031 -3.248 -0.01 0.00 0.01
H -2.221 0.961 -4.667 0.00 -0.01 0.00
H -2.023 -0.481 -3.672 0.00 0.00 0.02
C 1.267 -2.062 -1.802 0.01 0.02 -0.02
C 1.534 -0.618 -1.663 0.24 -0.09 -0.09
N 0.930 0.227 -0.943 -0.35 0.52 -0.03
C 1.522 1.556 -1.152 0.04 0.00 -0.22
C 2.601 1.295 -2.158 0.14 0.26 0.09
N 2.612 0.046 -2.418 0.00 -0.54 0.06
C 3.646 -0.638 -3.299 -0.15 0.06 -0.02
N 4.936 -0.308 -2.863 0.05 0.10 -0.10
N 5.441 0.923 -3.242 0.07 -0.03 0.16
N 6.465 1.180 -2.547 -0.17 -0.19 -0.02
C 6.674 0.139 -1.649 0.22 0.22 0.05
C 7.673 -0.025 -0.686 0.01 -0.01 0.01
C 7.608 -1.162 0.086 -0.04 -0.03 -0.01
C 6.586 -2.118 -0.093 0.04 0.03 0.00
C 5.602 -1.970 -1.048 0.04 0.03 0.00
C 5.679 -0.811 -1.821 -0.13 -0.11 -0.04
H 0.323 -2.290 -1.310 0.00 -0.02 0.01
H 2.064 -2.647 -1.334 0.00 0.01 0.01
H 1.201 -2.351 -2.853 -0.02 0.02 0.00
H 1.935 1.924 -0.203 0.02 -0.05 0.02
H 3.312 1.988 -2.601 -0.06 0.01 0.02
H 3.490 -0.270 -4.311 -0.01 0.00 -0.02
H 3.460 -1.707 -3.252 -0.01 0.01 0.05
H 8.458 0.709 -0.567 -0.01 -0.01 -0.01
H 8.361 -1.338 0.842 -0.01 -0.01 0.00
H 6.585 -3.003 0.530 0.01 0.01 0.00
H 4.845 -2.730 -1.197 0.00 0.01 0.00
O -0.671 2.135 -1.055 0.27 0.78 -0.60
O 0.589 2.417 -1.710 -0.34 -0.14 0.28
```
Positions in Å, forces in eV/Å.

Output
⟨S²⟩   0.890
HOMO-LUMO gap (spin up / spin down)   5.101 / 5.121 eV
Calculated total energy   -97074.97594 eV
2S+1   2
E_HOMO (spin up / spin down)   -0.46769 / -0.46886 Ha
Net charge   +2

Question: Which value of calculated total energy does entry 5 give?
Answer: -97074.97594 eV